No. 1
Density functional theory data (ωB97M-V/def2-TZVPD) for a structure of composition C3H4LaO.

Computed properties:
Energy relative to the best compared isomer or geometry (same formula, charge and spin)   134.7 kJ/mol
DFT total energy   -222.1141 hartree
M   194.97 g mol⁻¹
Net charge   +3
F_max   5.72 eV Å⁻¹
Highest occupied orbital energy (alpha / beta)   -21.19 / -21.06 eV
E_LUMO (alpha / beta)   -16.11 / -16.12 eV
Frontier orbital gap (alpha / beta)   0.187 / 0.182 hartree

Structure (XYZ):
```
9
Properties=species:S:1:pos:R:3:forces:R:3:nbo_charge:R:1
C -0.65217 -0.90555 -0.29641 -0.7 2.5 -1.8 -0.39
C 0.76422 -0.61177 -0.73725 1.2 2.7 0.1 -0.43
C 0.13283 0.42212 0.03439 -0.7 -5.1 2.5 0.63
O 0.29906 1.22532 0.94486 -1.2 3.9 1.4 -0.76
La -0.87541 3.10963 2.33047 1.2 -1.7 -1.1 2.69
H -0.80913 -1.67080 0.46786 0.3 0.5 0.1 0.30
H -1.49237 -0.71483 -0.96964 0.3 -0.6 -0.1 0.28
H 1.59582 -1.17427 -0.30643 0.3 0.3 -0.6 0.33
H 1.03715 0.32015 -1.46784 -0.6 -2.5 -0.5 0.34
```
Positions in Å, forces in eV/Å.

***

No. 2
Density functional theory data (ωB97M-V/def2-TZVPD) for a structure of composition C3H4MgO3.

Computed properties:
Spin multiplicity   2
DFT total energy   -541.0943 hartree
M   112.37 g mol⁻¹
Net charge   +3
F_max   6.61 eV Å⁻¹
Highest occupied orbital energy (alpha / beta)   -25.99 / -26.00 eV
E_LUMO (alpha / beta)   -16.18 / -18.21 eV
Frontier orbital gap (alpha / beta)   0.361 / 0.286 hartree

Structure (XYZ):
```
11
Properties=species:S:1:pos:R:3:forces:R:3:mulliken_spin:R:1
O 0.97884 0.85291 1.13121 0.7 -0.1 0.9 0.88
Mg 4.47765 -0.05642 -0.33181 0.0 -0.2 0.1 0.00
O 2.57436 -0.32296 0.11280 2.4 -0.8 0.0 0.02
C 1.45085 -0.17065 0.48278 -1.9 1.4 -1.1 -0.03
O 0.36301 -0.75201 -0.12184 1.9 0.8 0.2 0.11
C -0.69592 -0.09875 0.30923 -5.8 -3.1 -0.6 -0.02
C -1.81979 0.14489 -0.60452 3.1 1.6 -0.1 0.01
H -1.05231 -0.30709 1.34421 1.1 1.1 0.4 0.03
H -2.59530 -0.61310 -0.42751 -0.3 -0.3 0.2 0.00
H -2.25430 1.10772 -0.26491 -0.4 -0.1 0.0 0.00
H -1.42709 0.21546 -1.62963 -0.7 -0.2 0.1 0.00
```
Positions in Å, forces in eV/Å.

***

No. 3
Density functional theory data (ωB97M-V/def2-TZVPD) for a cluster of 2 separate species, C3H4N in total.

Computed properties:
Energy relative to the best compared isomer or geometry (same formula, charge and spin)   218.5 kJ/mol
DFT total energy   -171.0209 hartree
M   54.07 g mol⁻¹
Net charge   +1
F_max   3.82 eV Å⁻¹
Highest occupied orbital energy   -15.56 eV
E_LUMO   -4.99 eV
Frontier orbital gap   0.389 hartree

Structure (XYZ):
```
8
Properties=species:S:1:pos:R:3:forces:R:3:nbo_charge:R:1
C 1.79077 0.30439 -1.97082 -0.8 0.9 -0.2 0.45
C -0.66166 0.01106 1.08171 -1.1 -0.6 -0.1 -0.52
C -1.64096 -0.64423 1.34958 -2.9 -2.4 0.1 0.04
N 0.95831 0.28789 -1.19528 0.2 0.3 0.5 -0.36
H 2.43219 0.58926 -2.80819 0.0 -0.7 0.4 0.31
H 0.24314 0.40008 -0.33329 0.5 -1.0 -0.8 0.49
H -0.12177 0.76665 1.53001 1.4 1.4 0.7 0.29
H -2.59354 -1.33718 1.54428 2.8 1.9 -0.6 0.31
```
Positions in Å, forces in eV/Å.

***

No. 4
Density functional theory data (ωB97M-V/def2-TZVPD) for an isolated molecule of C3H4N2.

Computed properties:
Energy relative to the best compared isomer or geometry (same formula, charge and spin)   53.4 kJ/mol
SMILES   c1cn[nH]c1
DFT total energy   -226.2049 hartree
M   68.08 g mol⁻¹
Net charge   0
F_max   0.65 eV Å⁻¹
Highest occupied orbital energy   -9.48 eV
E_LUMO   1.08 eV
Frontier orbital gap   0.388 hartree

Structure (XYZ):
```
9
Properties=species:S:1:pos:R:3:forces:R:3:nbo_charge:R:1
C 0.66191 0.78998 -0.06384 -0.1 -0.1 -0.1 -0.35
C 1.09135 -0.55932 0.01838 0.0 -0.2 -0.3 -0.07
N 0.07491 -1.39123 0.16885 0.1 0.1 -0.3 -0.26
N -1.00420 -0.60714 0.16050 -0.2 0.0 -0.1 -0.33
C -0.71050 0.70349 -0.00183 0.0 -0.1 0.1 -0.06
H 1.23716 1.70402 -0.14140 0.0 -0.3 -0.1 0.23
H 2.04081 -1.02780 -0.18592 0.3 0.4 0.4 0.21
H -1.90240 -1.05709 0.15452 -0.1 0.2 0.1 0.41
H -1.48903 1.44510 -0.10927 0.1 0.0 0.2 0.22
```
Positions in Å, forces in eV/Å.

***

No. 5
Density functional theory data (ωB97M-V/def2-TZVPD) for a structure of composition C3H4N2.

Computed properties:
Energy relative to the best compared isomer or geometry (same formula, charge and spin)   597.5 kJ/mol
DFT total energy   -225.9976 hartree
M   68.08 g mol⁻¹
Net charge   0
F_max   0.63 eV Å⁻¹
Highest occupied orbital energy   -9.36 eV
E_LUMO   0.93 eV
Frontier orbital gap   0.378 hartree

Structure (XYZ):
```
9
Properties=species:S:1:pos:R:3:forces:R:3:nbo_charge:R:1
N 1.74839 0.85239 -0.51974 0.6 -0.3 0.0 -0.43
C 1.81141 -0.39078 -0.14660 -0.2 0.6 -0.2 0.08
C 0.42058 0.04022 -0.02271 -0.3 -0.2 0.1 0.00
C -0.95271 -0.33484 -0.30292 -0.2 -0.2 -0.2 -0.24
N -0.50263 0.19017 1.02893 0.1 -0.1 0.2 -0.56
H 0.63946 1.27103 -0.51959 0.0 0.1 -0.1 0.37
H -1.63814 0.32489 -0.82747 0.1 -0.1 0.1 0.21
H -1.15253 -1.39871 -0.40130 0.0 0.1 0.0 0.21
H -0.37384 -0.55437 1.71142 -0.1 0.1 0.0 0.37
```
Positions in Å, forces in eV/Å.

***

No. 6
Density functional theory data (ωB97M-V/def2-TZVPD) for an isolated molecule of C3H4N2.

Computed properties:
Energy relative to the best compared isomer or geometry (same formula, charge and spin)   84.7 kJ/mol
SMILES   c1c[nH]cn1
DFT total energy   -226.1929 hartree
M   68.08 g mol⁻¹
Net charge   0
F_max   5.83 eV Å⁻¹
Highest occupied orbital energy   -9.08 eV
E_LUMO   0.94 eV
Frontier orbital gap   0.368 hartree

Structure (XYZ):
```
9
Properties=species:S:1:pos:R:3:forces:R:3:nbo_charge:R:1
C 1.06583 -0.58045 0.00000 0.8 0.1 -0.2 -0.08
C 0.74688 0.75135 0.05408 0.7 -0.8 -0.3 -0.12
N -0.59139 0.74941 0.18754 -5.5 0.6 -2.0 -0.55
C -1.05190 -0.53935 0.03830 1.4 -1.3 1.3 0.14
N -0.04813 -1.37763 -0.02254 -0.3 -0.1 -0.1 -0.45
H 2.05435 -1.01080 -0.03260 0.0 0.0 0.1 0.21
H 1.30816 1.66116 0.05265 0.3 0.1 0.0 0.22
H -1.38299 1.16857 -0.41668 2.3 1.1 1.4 0.42
H -2.10082 -0.82227 0.13923 0.4 0.3 -0.2 0.20
```
Positions in Å, forces in eV/Å.

***

No. 7
Density functional theory data (ωB97M-V/def2-TZVPD) for an isolated molecule of C3H4N2.

Computed properties:
Energy relative to the best compared isomer or geometry (same formula, charge and spin)   349.9 kJ/mol
SMILES   [H]/N=C1/C=NC1
DFT total energy   -226.0919 hartree
M   68.08 g mol⁻¹
Net charge   0
F_max   5.52 eV Å⁻¹
Highest occupied orbital energy   -9.01 eV
E_LUMO   1.09 eV
Frontier orbital gap   0.371 hartree

Structure (XYZ):
```
9
Properties=species:S:1:pos:R:3:forces:R:3:nbo_charge:R:1
H 2.48039 -0.21328 0.05150 -0.8 0.0 -0.3 0.37
N 1.68255 -0.86291 -0.02740 2.1 -0.6 0.1 -0.63
C 0.52512 -0.50537 -0.03411 -3.4 -1.6 1.0 0.32
C -1.10856 -1.27378 0.05545 5.2 -1.3 -1.3 0.04
N -1.58217 -0.16122 -0.05950 -3.8 2.1 0.7 -0.38
C -0.43856 0.67187 0.06305 0.0 -0.8 -1.2 -0.35
H -1.55835 -2.18829 -0.18860 -0.7 -1.5 0.2 0.18
H -0.46803 1.07436 1.02878 0.4 1.7 1.0 0.22
H -0.55217 1.21587 -0.84018 1.0 1.9 -0.4 0.23
```
Positions in Å, forces in eV/Å.

***

No. 8
Density functional theory data (ωB97M-V/def2-TZVPD) for an isolated molecule of C3H4N2.

Computed properties:
Energy relative to the best compared isomer or geometry (same formula, charge and spin)   268.6 kJ/mol
DFT total energy   -226.1229 hartree
M   68.08 g mol⁻¹
Net charge   0
F_max   0.71 eV Å⁻¹
Highest occupied orbital energy   -8.94 eV
E_LUMO   1.01 eV
Frontier orbital gap   0.366 hartree

Structure (XYZ):
```
9
Properties=species:S:1:pos:R:3:forces:R:3:nbo_charge:R:1
N 0.77478 0.61940 0.90445 0.5 -0.1 0.1 -0.44
C 1.30950 0.13181 -0.19498 -0.3 0.0 0.3 0.08
C 0.07358 -0.41390 -0.85774 0.0 -0.2 0.2 -0.62
C -1.00368 -0.29751 0.18972 0.2 0.2 -0.1 0.06
N -0.57722 0.33239 1.21948 -0.1 -0.1 -0.4 -0.25
H 1.27551 1.16220 1.59038 -0.1 -0.1 0.1 0.41
H 0.06033 0.44891 -1.54571 -0.6 0.0 -0.3 0.29
H 0.11268 -1.31362 -1.47829 0.1 0.2 0.3 0.26
H -2.02549 -0.66970 0.17269 0.3 0.1 -0.1 0.21
```
Positions in Å, forces in eV/Å.

***

No. 9
Density functional theory data (ωB97M-V/def2-TZVPD) for an isolated molecule of C3H4N2.

Computed properties:
Energy relative to the best compared isomer or geometry (same formula, charge and spin)   22.5 kJ/mol
SMILES   c1c[nH]cn1
DFT total energy   -226.2166 hartree
M   68.08 g mol⁻¹
Net charge   0
F_max   0.82 eV Å⁻¹
Highest occupied orbital energy   -9.00 eV
E_LUMO   0.95 eV
Frontier orbital gap   0.366 hartree

Structure (XYZ):
```
9
Properties=species:S:1:pos:R:3:forces:R:3:nbo_charge:R:1
C -1.11369 0.48449 0.07246 0.5 0.4 0.2 -0.11
C -0.59449 -0.75457 0.25457 -0.8 0.2 0.2 -0.11
N 0.72288 -0.70049 -0.15590 -0.2 0.0 0.8 -0.54
C 0.94454 0.61246 -0.46978 0.4 0.2 -0.3 0.17
N -0.12908 1.33213 -0.41328 -0.4 0.2 0.3 -0.45
H -2.03858 0.88910 0.45685 -0.2 -0.2 -0.5 0.21
H -1.10736 -1.58997 0.69400 0.4 -0.4 -0.1 0.22
H 1.40555 -1.30978 0.26323 0.2 -0.1 -0.4 0.41
H 1.91022 1.03664 -0.70215 0.1 -0.4 -0.2 0.20
```
Positions in Å, forces in eV/Å.

***

No. 10
Density functional theory data (ωB97M-V/def2-TZVPD) for a cluster of 2 separate species, C3H4N2O in total.

Computed properties:
Energy relative to the best compared isomer or geometry (same formula, charge and spin)   637.5 kJ/mol
DFT total energy   -301.2444 hartree
M   84.08 g mol⁻¹
Net charge   0
F_max   1.00 eV Å⁻¹
Highest occupied orbital energy (alpha / beta)   -8.66 / -8.66 eV
E_LUMO (alpha / beta)   0.62 / 0.62 eV
Frontier orbital gap (alpha / beta)   0.341 / 0.341 hartree

Structure (XYZ):
```
10
Properties=species:S:1:pos:R:3:forces:R:3:nbo_charge:R:1
O 1.12490 1.51785 1.11340 0.1 -0.1 0.0 -0.67
C 0.90863 0.38784 0.44893 -0.8 -0.5 -0.5 0.35
C 1.06388 -0.73176 -0.07090 -0.8 0.6 0.1 -0.46
C -0.96722 -1.24282 -0.80507 0.2 0.6 0.2 0.05
N -1.52576 -0.18482 -0.55973 0.3 -0.4 -0.1 -0.12
N -1.14877 0.94272 -0.14101 0.7 -0.2 0.1 -0.45
H 2.02305 1.53555 1.47180 0.0 -0.1 -0.1 0.49
H 1.58373 -1.61345 -0.38436 0.0 0.2 0.2 0.25
H -1.23469 -1.95246 -1.57759 0.2 0.0 0.1 0.21
H -1.82777 1.34136 0.50451 0.0 0.0 0.2 0.35
```
Positions in Å, forces in eV/Å.

***

Question: Number 7 is which compound?
Answer: C3H4N2